# C46H112O22S3

A molecular structure, C46H112O22S3 in a non-equilibrium geometry (ωB97M-V/def2-TZVPD, the OMol25 dataset).

For the LUMO energy, the calculation gives 0.15 eV. The value obtained for the energy relative to the best compared isomer or geometry (same formula, charge and spin) is 0.00 kcal per mole. As for the frontier orbital gap: 9.8 eV.

Positions of all 183 atoms, in Å:
1 S 10.639 19.025 15.638
2 S 19.139 15.805 9.540
3 S 13.608 16.568 11.565
4 O 17.634 15.733 9.007
5 O 10.657 10.150 14.583
6 O 10.505 20.084 16.581
7 O 10.812 17.639 16.363
8 O 13.406 17.848 10.772
9 O 16.200 19.672 15.521
10 O 18.241 11.848 19.077
11 O 13.931 15.495 10.711
12 O 14.509 16.786 12.633
13 O 19.933 14.917 8.791
14 O 21.106 17.258 17.645
15 O 19.514 17.180 9.565
16 O 12.043 19.096 14.953
17 O 9.696 18.892 14.614
18 O 17.782 15.126 23.209
19 O 16.430 19.718 21.056
20 O 14.236 9.462 11.662
21 O 12.157 16.382 12.007
22 O 18.342 11.734 12.216
23 O 18.914 15.128 10.936
24 O 16.911 15.018 15.983
25 O 11.905 13.146 19.866
26 C 19.193 10.957 11.388
27 C 12.297 17.276 16.442
28 C 20.477 11.326 19.750
29 C 12.484 14.421 20.051
30 C 14.853 10.529 12.421
31 C 10.551 11.518 18.822
32 C 13.013 18.460 15.650
33 C 14.726 14.607 14.896
34 C 11.054 11.496 14.835
35 C 15.588 18.725 19.029
36 C 22.033 17.323 15.420
37 C 13.997 11.817 12.251
38 C 11.490 17.714 12.179
39 C 17.900 14.179 25.353
40 C 18.085 19.308 13.915
41 C 14.382 7.369 10.517
42 C 15.539 21.835 16.350
43 C 17.543 14.790 11.131
44 C 15.468 15.282 16.095
45 C 16.138 12.281 18.200
46 C 15.589 20.907 15.144
47 C 15.113 8.363 11.449
48 C 17.115 20.348 23.279
49 C 18.644 11.542 13.585
50 C 17.968 13.856 23.864
51 C 20.727 18.101 18.791
52 C 17.510 12.285 14.436
53 C 19.032 14.882 17.242
54 C 16.699 18.812 14.473
55 C 10.841 13.014 18.928
56 C 16.959 14.722 9.769
57 C 19.972 19.299 18.257
58 C 10.981 8.035 13.339
59 C 22.207 17.686 16.888
60 C 19.272 12.193 20.008
61 C 12.439 11.561 15.433
62 C 16.436 19.808 19.630
63 C 11.113 9.607 13.343
64 C 19.121 11.647 10.039
65 C 12.148 18.453 10.943
66 C 17.696 15.603 17.063
67 C 18.108 16.615 21.500
68 C 13.592 14.333 21.105
69 C 16.952 12.471 19.405
70 C 17.392 20.454 21.778
71 C 17.704 15.185 21.803
72 H 19.985 17.494 19.385
73 H 17.713 12.025 15.515
74 H 11.753 18.147 13.122
75 H 15.412 7.916 12.396
76 H 20.840 11.314 18.760
77 H 15.946 17.695 19.102
78 H 12.429 16.354 15.818
79 H 12.186 9.768 13.196
80 H 18.878 12.143 21.016
81 H 17.439 19.680 19.279
82 H 22.810 17.776 14.867
83 H 16.611 14.941 21.432
84 H 13.265 14.103 22.110
85 H 14.716 6.308 10.646
86 H 19.768 15.121 16.491
87 H 21.629 18.447 19.359
88 H 12.969 14.802 19.118
89 H 10.420 17.607 12.073
90 H 21.835 16.293 15.214
91 H 15.057 12.508 18.473
92 H 18.312 14.436 21.316
93 H 17.461 21.547 21.493
94 H 20.513 20.078 17.688
95 H 20.237 11.068 11.754
96 H 17.900 16.692 16.888
97 H 17.180 13.784 9.322
98 H 14.985 10.285 13.485
99 H 17.171 14.987 25.517
100 H 15.067 15.047 13.978
101 H 9.678 11.260 18.288
102 H 16.466 11.967 14.314
103 H 17.634 17.279 22.234
104 H 15.133 22.841 16.065
105 H 15.892 14.823 9.791
106 H 15.310 16.373 16.178
107 H 12.791 12.578 15.637
108 H 21.257 11.607 20.398
109 H 17.873 16.932 20.448
110 H 17.220 19.241 23.560
111 H 16.568 21.896 16.725
112 H 17.043 15.554 17.937
113 H 16.068 11.271 17.814
114 H 15.630 18.913 17.950
115 H 17.130 15.721 11.647
116 H 16.579 11.926 20.321
117 H 9.984 7.584 13.378
118 H 13.492 19.154 16.289
119 H 14.374 13.674 20.721
120 H 18.730 19.562 14.750
121 H 10.523 9.972 12.517
122 H 12.262 19.513 11.299
123 H 19.627 11.991 13.816
124 H 10.000 13.603 19.297
125 H 11.639 18.416 10.003
126 H 17.845 21.048 23.784
127 H 11.681 15.102 20.292
128 H 16.203 21.263 14.338
129 H 14.087 12.258 11.237
130 H 17.566 13.368 14.301
131 H 18.953 9.854 11.380
132 H 14.553 18.911 19.274
133 H 19.519 19.910 19.134
134 H 13.257 11.031 14.875
135 H 23.150 17.402 17.333
136 H 22.186 18.808 16.958
137 H 11.447 7.526 12.479
138 H 18.345 20.075 21.487
139 H 11.398 11.042 18.346
140 H 16.155 20.834 19.298
141 H 18.736 10.449 13.806
142 H 13.648 14.569 15.021
143 H 14.947 21.498 17.125
144 H 15.989 18.846 13.652
145 H 11.512 7.719 14.300
146 H 14.190 15.252 21.136
147 H 11.159 13.527 17.951
148 H 18.497 18.436 13.446
149 H 20.213 10.305 19.927
150 H 16.355 12.994 17.461
151 H 16.822 17.818 14.942
152 H 15.936 10.669 11.992
153 H 15.178 14.814 17.064
154 H 18.946 13.488 23.495
155 H 19.149 18.962 17.671
156 H 18.915 13.771 17.354
157 H 12.631 17.148 17.505
158 H 18.861 14.536 25.681
159 H 10.308 11.922 15.518
160 H 13.737 17.991 14.951
161 H 17.128 13.498 19.629
162 H 16.075 8.775 10.975
163 H 19.602 13.216 19.880
164 H 17.522 13.835 11.736
165 H 12.438 11.093 16.403
166 H 13.293 7.297 10.596
167 H 12.927 11.532 12.256
168 H 17.961 20.142 13.202
169 H 14.150 12.531 13.070
170 H 15.125 13.588 14.872
171 H 14.604 7.551 9.473
172 H 19.228 16.679 21.658
173 H 14.630 20.655 14.676
174 H 10.451 11.122 19.851
175 H 17.634 13.323 25.972
176 H 10.960 12.059 13.936
177 H 19.352 12.679 10.232
178 H 17.185 13.151 23.529
179 H 19.787 11.126 9.332
180 H 21.162 17.882 15.075
181 H 16.186 20.765 23.595
182 H 18.101 11.566 9.659
183 H 19.332 15.204 18.260


# C34H28BrN10O4S3Y

A molecular structure, C34H28BrN10O4S3Y (ωB97M-V/def2-TZVPD, the OMol25 dataset).

For the LUMO energy, the calculation gives -1.04 eV. The value obtained for the energy relative to the best compared isomer or geometry (same formula, charge and spin) is 0.00 kcal per mole. As for the frontier orbital gap: 6.6 eV.

Positions of all 81 atoms, in Å:
1 Y -0.183 -0.839 -0.582
2 Br 7.067 1.766 0.602
3 S -2.011 -3.066 -0.543
4 S -0.026 3.342 2.542
5 S 2.050 1.237 2.243
6 O -2.156 0.144 -0.476
7 O -3.399 3.545 1.648
8 O 2.059 -0.276 -0.087
9 O 1.902 -0.966 -2.172
10 N -1.343 -2.773 -3.192
11 N -0.334 1.217 0.979
12 N -0.906 -1.540 -2.818
13 N -0.076 -1.880 1.755
14 N 5.717 0.456 -3.047
15 N -0.003 1.051 -2.280
16 N 1.089 -3.026 -0.262
17 N -2.240 -4.740 -2.559
18 N -1.547 1.900 0.852
19 N 0.650 -2.827 2.079
20 C -4.747 1.061 -0.685
21 C 2.094 2.231 3.755
22 C 0.191 1.409 -4.637
23 C -0.105 -1.033 4.050
24 C 4.695 0.577 -0.451
25 C 0.460 2.280 -2.074
26 C -0.154 0.623 -3.543
27 C 1.927 -4.667 1.274
28 C -0.786 -0.359 5.054
29 C 4.496 0.011 -2.765
30 C -5.566 3.245 0.805
31 C 0.681 2.685 -4.411
32 C 2.449 -5.404 0.221
33 C 0.811 3.135 -3.108
34 C 2.271 -4.937 -1.068
35 C -2.056 -0.816 2.616
36 C -2.085 0.083 4.844
37 C -0.753 -1.242 2.839
38 C -0.658 -0.731 -3.777
39 C -1.830 -3.491 -2.200
40 C -6.470 2.562 0.018
41 C 1.251 -3.498 0.971
42 C 3.944 0.050 -1.491
43 C -6.067 1.461 -0.735
44 C 5.965 1.032 -0.747
45 C 1.537 3.599 3.419
46 C -4.230 2.846 0.855
47 C 1.593 -3.741 -1.266
48 C -2.724 -0.154 3.633
49 C 2.550 -0.440 -1.247
50 C 0.455 1.836 1.777
51 C -2.422 1.230 0.133
52 C 6.438 0.956 -2.050
53 C -3.811 1.739 0.100
54 H 0.959 3.319 -5.243
55 H -5.863 4.099 1.400
56 H -4.402 0.203 -1.245
57 H 1.319 4.175 4.317
58 H -2.602 0.620 5.628
59 H -3.737 0.189 3.471
60 H 0.558 2.582 -1.038
61 H 0.908 -1.381 4.185
62 H -2.524 -1.000 1.656
63 H -6.778 0.924 -1.348
64 H 4.284 0.632 0.547
65 H 2.979 -6.328 0.408
66 H 7.432 1.316 -2.290
67 H 2.016 -4.979 2.304
68 H -7.503 2.887 -0.009
69 H 2.231 4.162 2.794
70 H -0.303 -0.178 6.006
71 H 3.911 -0.395 -3.582
72 H -2.812 -5.244 -1.906
73 H 3.132 2.285 4.085
74 H 1.449 -3.332 -2.257
75 H 1.182 4.125 -2.886
76 H 1.494 1.753 4.532
77 H 2.650 -5.479 -1.923
78 H 0.076 1.019 -5.638
79 H -2.513 3.120 1.583
80 H -2.375 -4.903 -3.544
81 H -0.819 -1.055 -4.803


# C29H41N7SSiV

A molecular structure, C29H41N7SSiV (ωB97M-V/def2-TZVPD, the OMol25 dataset).

Its net charge is +1. For the LUMO energy (spin up / spin down), the calculation gives -3.19 / -3.40 eV. As for the frontier orbital gap (spin up / spin down): 7.5 / 7.4 eV. The spin multiplicity is 3. As for the expectation value of S²: 2.03.

Positions of all 80 atoms, in Å:
1 V -1.066 -0.871 0.019
2 S -2.091 0.814 -1.492
3 Si 1.979 0.048 0.872
4 N -2.448 0.220 1.220
5 N -2.596 3.228 -0.461
6 N -1.852 -2.295 1.481
7 N -2.679 -2.200 -1.135
8 N 0.735 -0.727 -1.468
9 N -2.501 -3.089 -2.250
10 N -2.656 1.546 1.047
11 C -2.460 1.925 -0.199
12 C 0.614 0.418 -3.718
13 C 4.923 -2.147 2.798
14 C -2.507 3.864 -1.767
15 C 0.845 4.013 0.402
16 C 0.878 2.671 0.762
17 C -3.207 -2.556 3.420
18 C 0.352 -0.522 1.541
19 C 3.503 -0.416 1.857
20 C 4.354 0.539 2.415
21 C 1.985 1.875 0.468
22 C -3.033 -0.351 2.216
23 C 1.923 4.580 -0.261
24 C 0.978 0.543 -2.249
25 C -1.497 -3.577 1.576
26 C 3.808 -1.765 2.069
27 C 1.433 -0.692 -4.376
28 C -3.963 0.356 3.143
29 C 1.356 -1.999 -3.556
30 C 1.975 -1.030 -0.695
31 C -2.698 -1.774 2.387
32 C 3.037 3.804 -0.559
33 C 0.391 -1.837 -2.392
34 C -3.836 3.884 -2.507
35 C 5.472 0.164 3.148
36 C 5.760 -1.179 3.338
37 C -1.962 -4.413 2.571
38 C 3.065 2.468 -0.194
39 C -2.834 -3.885 3.512
40 H 0.448 1.364 -1.776
41 H 2.044 0.770 -2.182
42 H -3.219 -4.502 4.313
43 H 1.006 -2.827 -4.174
44 H 1.907 -2.063 -0.329
45 H -3.876 -2.126 4.149
46 H -1.751 3.334 -2.346
47 H 0.345 -2.752 -1.790
48 H -1.919 -3.864 -1.956
49 H -3.287 -2.608 -0.429
50 H 0.566 -1.532 1.927
51 H -4.757 -0.300 3.492
52 H 3.882 4.245 -1.072
53 H 6.632 -1.472 3.908
54 H -3.397 -3.468 -2.538
55 H 3.166 -2.540 1.661
56 H -0.019 4.618 0.648
57 H 0.023 2.245 1.278
58 H -0.613 -1.666 -2.775
59 H -2.134 4.876 -1.607
60 H -4.175 2.868 -2.712
61 H -4.399 1.212 2.635
62 H 2.861 -0.982 -1.334
63 H -2.911 3.780 0.323
64 H 2.472 -0.363 -4.448
65 H 2.341 -2.289 -3.186
66 H 4.142 1.593 2.282
67 H 3.943 1.875 -0.433
68 H -3.421 0.734 4.014
69 H 0.825 1.376 -4.197
70 H 1.089 -0.856 -5.397
71 H -3.154 -1.377 -1.502
72 H 5.142 -3.197 2.947
73 H -0.067 0.042 2.377
74 H 6.118 0.922 3.571
75 H -1.639 -5.443 2.609
76 H 1.901 5.626 -0.540
77 H -4.602 4.392 -1.922
78 H -0.804 -3.938 0.824
79 H -3.732 4.409 -3.457
80 H -0.458 0.250 -3.837